(1)
Computed, not measured: 2 unconnected molecules or ions with the total composition C3H5FO2, with ωB97M-V/def2-TZVPD.

```
11
C3H5FO2 ωB97M-V/def2-TZVPD
C -1.71 0.91 0.05
C -1.13 -0.27 0.20
C 0.92 -0.57 0.55
O 1.70 0.53 0.65
O 1.22 -1.36 -0.48
F -1.62 -1.51 0.15
H -2.75 1.01 -0.37
H -1.20 1.77 0.34
H 0.64 -1.11 1.52
H 1.96 0.86 -0.14
H 1.45 -2.23 -0.27
```

---

(2)
Computed, not measured: a molecular structure, C3H5FO2, with ωB97M-V/def2-TZVPD.

```
11
C3H5FO2 ωB97M-V/def2-TZVPD
C -0.77 -0.76 0.31
C -0.65 -0.17 1.65
C 0.04 -2.00 0.12
O -1.38 -0.39 -0.68
O 1.71 -1.29 -0.46
F 2.69 -1.34 0.48
H 0.38 0.26 1.76
H -1.19 0.75 1.99
H -0.77 -1.05 2.29
H -0.28 -2.69 -0.71
H 0.15 -2.46 1.05
```

---

So which one is most stable? That would be (1), about 242.5 kJ/mol below the next structure.

---

(1)
Computed, not measured: a gas-phase ion, C4H13N2S (charge +1), with ωB97M-V/def2-TZVPD.

```
20
Properties=species:S:1:pos:R:3
C -1.71 -0.67 0.50
N -0.79 0.22 -0.56
C -0.15 1.49 -0.05
C 1.42 1.48 -0.59
S 2.35 2.84 -0.04
C -0.65 -1.62 0.96
N 0.15 -2.04 -0.34
H -2.16 0.16 1.15
H -2.55 -1.11 -0.07
H -1.36 0.56 -1.50
H -0.71 2.48 -0.29
H -0.02 1.36 1.02
H 1.48 1.37 -1.72
H 1.72 0.47 -0.27
H 3.40 2.23 0.35
H 0.02 -0.92 1.46
H -1.08 -2.53 1.45
H 0.96 -2.43 0.05
H -0.38 -2.79 -0.90
H 0.06 -0.56 -0.60
```

Calculated values
**SMILES**: NCC[NH2+]CCS
**Net charge**: +1

---

(2)
Computed, not measured: 2 unconnected molecules or ions with the total composition C4H13N2S, with ωB97M-V/def2-TZVPD.

```
20
Properties=species:S:1:pos:R:3
C 3.07 0.27 -1.20
N -0.64 -0.48 0.07
C -1.47 -0.25 1.18
C -2.33 -1.47 1.61
S -3.85 -0.95 2.49
C 2.09 1.37 -1.67
N 0.97 1.59 -0.82
H 2.46 -0.62 -0.99
H 3.61 0.60 -0.31
H -1.22 -0.87 -0.69
H -0.81 -0.04 2.02
H -2.11 0.65 1.01
H -1.73 -2.02 2.35
H -2.53 -2.16 0.79
H -4.56 -2.06 2.30
H 2.65 2.31 -1.75
H 1.79 1.10 -2.71
H 0.30 2.29 -1.13
H 0.48 0.71 -0.61
H 3.81 0.01 -1.95
```

Calculated values
**Net charge**: +1

---

So which one is most stable? That would be (1), about 326.4 kJ/mol below the next structure.

---

(1)
Computed, not measured: a gas-phase ion, C4H13N2S (charge +1), with ωB97M-V/def2-TZVPD.

```
20
Properties=species:S:1:pos:R:3
N 1.22 1.62 0.48
C 0.40 0.39 0.72
C -0.89 0.53 -0.09
C -1.90 -0.56 0.09
S -3.27 -0.28 -1.09
C 1.25 -0.79 0.32
N 1.64 -0.64 -1.09
H 2.11 1.57 0.97
H 1.27 1.76 -0.53
H 0.74 2.44 0.87
H 0.15 0.33 1.79
H -1.31 1.52 0.16
H -0.58 0.63 -1.13
H -1.50 -1.56 -0.06
H -2.32 -0.61 1.10
H -3.64 -1.57 -1.19
H 0.67 -1.69 0.53
H 2.11 -0.88 0.98
H 1.21 -1.37 -1.65
H 2.64 -0.84 -1.16
```

Calculated values
**SMILES**: NC[C@@H]([NH3+])CCS
**Net charge**: +1

---

(2)
Computed, not measured: 2 unconnected molecules or ions with the total composition C4H13N2S, with ωB97M-V/def2-TZVPD.

```
20
Properties=species:S:1:pos:R:3
C 0.85 0.63 1.37
S 2.61 0.60 1.77
C 3.22 0.52 0.07
H 0.62 -0.25 0.77
H 0.63 1.52 0.78
H 0.27 0.62 2.29
H 4.30 0.63 0.05
H 3.01 -0.48 -0.31
H 2.80 1.31 -0.54
C -0.75 0.20 -1.83
N -2.68 -1.27 0.94
C -2.07 -1.06 -0.21
N -1.44 0.02 -0.56
H -1.19 1.04 -2.37
H -0.83 -0.72 -2.42
H 0.31 0.41 -1.67
H -2.79 -0.57 1.65
H -3.24 -2.09 1.06
H -2.14 -1.86 -0.94
H -1.48 0.79 0.10
```

Calculated values
**Net charge**: +1

---

So which one is most stable? That would be (1), about 5.9 kJ/mol below the next structure.

---

(1)
Computed, not measured: 2 unconnected molecules or ions with the total composition C4H11S2, with ωB97M-V/def2-TZVPD.

```
17
Properties=species:S:1:pos:R:3
C -0.65 1.77 -1.33
C -1.60 0.70 -0.77
C -1.10 0.23 0.59
S -2.26 -1.03 1.23
H -0.74 1.90 -2.41
H 0.37 1.45 -1.13
H -0.82 2.73 -0.84
H -2.63 1.06 -0.70
H -1.66 -0.15 -1.45
H -1.02 1.08 1.25
H -0.14 -0.26 0.47
H -1.63 -1.31 2.37
C 2.82 -1.71 0.64
S 2.08 -0.55 -0.57
H 2.60 -1.41 1.66
H 2.46 -2.72 0.45
H 3.91 -1.77 0.54
```

Calculated values
**Net charge**: -1

---

(2)
Computed, not measured: 2 unconnected molecules or ions with the total composition C4H11S2, with ωB97M-V/def2-TZVPD.

```
17
Properties=species:S:1:pos:R:3
C -0.84 2.64 1.61
S -1.84 2.12 0.17
C -1.35 0.36 0.14
H 0.19 2.85 1.34
H -1.23 3.53 2.09
H -0.80 1.83 2.34
H -1.85 -0.15 0.96
H -0.28 0.26 0.31
H -1.62 -0.01 -0.84
C 1.32 -1.18 -2.17
C 1.78 -2.25 -1.18
S 1.41 -1.94 0.62
H 2.01 -0.40 -2.53
H 0.88 -1.60 -3.08
H 0.54 -0.62 -1.63
H 1.45 -3.25 -1.45
H 2.87 -2.37 -1.30
```

Calculated values
**Net charge**: -1

---

So which one is most stable? That would be (1), about 33.3 kJ/mol below the next structure.

---

(1)
Computed, not measured: C5H3N in the gas phase, with ωB97M-V/def2-TZVPD.

```
9
C5H3N ωB97M-V/def2-TZVPD
C -1.22 0.29 0.16
C 0.97 0.75 -0.34
C -0.26 1.28 0.08
C 1.34 -0.47 0.70
C -0.35 -0.94 0.29
N 0.76 -0.68 -0.56
H -2.27 0.47 0.19
H 1.77 1.22 -0.91
H -0.73 -1.93 0.39
```

---

(2)
Computed, not measured: C5H3N in the gas phase, with ωB97M-V/def2-TZVPD.

```
9
C5H3N ωB97M-V/def2-TZVPD
C -0.10 -0.84 0.47
C -1.43 1.42 -0.64
C 1.46 -0.75 0.35
C -0.71 0.16 -0.11
C -0.15 1.44 -0.57
N 2.17 0.21 0.15
H -0.58 -1.64 0.89
H -2.43 1.72 -0.99
H 1.78 -1.71 0.44
```

---

So which one is most stable? That would be (1), about 9.9 kJ/mol below the next structure.

---

(1)
Computed, not measured: C5H3N in the gas phase, with ωB97M-V/def2-TZVPD.

```
9
C5H3N ωB97M-V/def2-TZVPD
C -2.19 -0.44 0.64
C -0.72 -0.47 0.33
C -0.73 1.27 0.05
C 0.80 -0.04 0.52
C -1.73 0.49 -0.49
N 0.48 1.43 0.36
H 0.96 -0.36 1.61
H 1.38 -0.33 -0.27
H -2.32 0.36 -1.46
```

---

(2)
Computed, not measured: C5H3N in the gas phase, with ωB97M-V/def2-TZVPD.

```
9
C5H3N ωB97M-V/def2-TZVPD
C -0.96 0.34 0.30
C -2.30 0.01 0.38
C -2.97 -0.91 0.88
C 0.13 -0.54 -0.20
C -0.45 -1.87 0.07
N -1.11 -2.79 0.23
H -0.45 1.09 0.84
H 0.38 -0.45 -1.33
H 1.13 -0.23 0.37
```

---

(3)
Computed, not measured: C5H3N in the gas phase, with ωB97M-V/def2-TZVPD.

```
9
Properties=species:S:1:pos:R:3
C 2.62 0.05 0.00
C 0.02 0.37 -0.77
C -0.02 -0.84 0.06
C 0.01 0.48 0.72
C 1.29 0.36 -0.01
N 3.76 -0.12 0.00
H -0.40 0.80 -1.64
H 0.24 -1.86 0.13
H -0.44 1.03 1.51
```

Calculated values
**SMILES**: N#C[C@]12[C@@H]3[C@H]1[C@@H]32

---

(4)
Computed, not measured: C5H3N in the gas phase, with ωB97M-V/def2-TZVPD.

```
9
Properties=species:S:1:pos:R:3
C 0.35 -0.27 -0.44
C -0.84 -0.06 -1.07
C 0.57 0.23 0.89
C -1.84 0.21 -0.10
C 0.28 0.56 2.03
N -2.10 0.41 1.01
H 1.20 -0.74 -1.05
H -1.06 -0.43 -2.00
H 0.45 0.87 3.02
```

Calculated values
**SMILES**: C#C/C=C\C#N

---

So which one is most stable? That would be (4), about 159.3 kJ/mol below the next structure.

---

(1)
Computed, not measured: 2 unconnected molecules or ions with the total composition C2H8NS, with ωB97M-V/def2-TZVPD.

```
12
Properties=species:S:1:pos:R:3
C 1.75 -0.15 -0.34
S 0.89 -1.75 -0.27
H 1.31 0.49 -1.12
H 1.67 0.36 0.61
H 2.85 -0.23 -0.55
H 0.46 -1.61 -1.50
C -1.28 1.09 0.40
N -1.69 -0.11 0.69
H -1.99 1.88 0.36
H -0.23 1.21 0.16
H -1.06 -0.93 0.60
H -2.67 -0.25 0.97
```

Calculated values
**Net charge**: +1

---

(2)
Computed, not measured: a gas-phase ion, C2H8NS (charge +1), with ωB97M-V/def2-TZVPD.

```
12
Properties=species:S:1:pos:R:3
C -0.03 -0.65 -1.13
C 0.18 -0.81 0.32
S -0.56 0.46 1.35
N 0.95 0.53 -1.62
H -1.18 -0.29 -1.33
H 0.03 -1.56 -1.74
H 1.40 -0.80 0.51
H -0.26 -1.78 0.68
H -1.84 0.09 1.60
H 0.66 0.71 -2.68
H 1.97 0.19 -1.54
H 0.70 1.22 -0.83
```

Calculated values
**SMILES**: [NH3+]CCS
**Net charge**: +1

---

So which one is most stable? That would be (1), about 32.8 kJ/mol below the next structure.

---

(1)
Computed, not measured: 5 unconnected molecules or ions with the total composition C5H15N5O10, with ωB97M-V/def2-TZVPD.

```
35
Properties=species:S:1:pos:R:3
C -4.24 -12.02 22.05
N -3.93 -12.97 23.21
O -3.43 -14.00 22.79
O -3.97 -12.58 24.37
H -5.31 -12.18 21.89
H -3.66 -12.23 21.16
H -4.13 -11.00 22.43
C -6.24 -10.47 25.19
N -5.94 -10.54 23.70
O -5.20 -9.66 23.31
O -6.45 -11.39 23.00
H -6.06 -9.45 25.53
H -5.53 -11.19 25.62
H -7.16 -11.06 25.25
C -9.18 -9.91 21.26
N -8.64 -9.57 22.57
O -8.44 -10.43 23.40
O -8.54 -8.42 22.87
H -10.14 -9.40 21.16
H -9.14 -11.00 21.17
H -8.51 -9.42 20.55
C -6.15 -8.26 21.36
N -6.01 -9.60 20.73
O -6.96 -10.45 20.73
O -4.88 -9.85 20.27
H -7.16 -7.86 21.22
H -5.35 -7.57 21.11
H -6.14 -8.47 22.43
C -8.76 -12.11 26.23
N -7.67 -13.08 26.35
O -6.60 -12.90 25.75
O -7.84 -14.14 27.00
H -8.52 -11.37 26.99
H -9.76 -12.54 26.23
H -8.67 -11.52 25.32
```

Calculated values
**SMILES**: C[N+](=O)[O-].C[N+](=O)[O-].C[N+](=O)[O-].C[N+](=O)[O-].C[N+](=O)[O-]

---

(2)
Computed, not measured: 5 unconnected molecules or ions with the total composition C5H15N5O10, with ωB97M-V/def2-TZVPD.

```
35
Properties=species:S:1:pos:R:3
C 3.25 0.81 -2.40
N 2.34 1.88 -2.05
O 1.99 2.60 -3.00
O 2.12 2.16 -0.87
H 4.08 0.85 -1.69
H 3.69 1.07 -3.37
H 2.74 -0.15 -2.36
C -3.84 0.24 0.74
N -3.72 -0.26 2.23
O -3.69 0.64 3.08
O -3.66 -1.44 2.49
H -2.91 0.73 0.47
H -4.69 0.85 0.46
H -3.85 -0.71 0.22
C -0.19 0.64 -4.63
N 0.99 -0.10 -5.17
O 1.90 0.55 -5.72
O 1.01 -1.32 -5.04
H -0.90 0.76 -5.45
H 0.11 1.58 -4.15
H -0.62 0.08 -3.81
C 0.46 -1.36 5.46
N 0.91 -0.27 4.50
O 0.11 0.55 4.07
O 2.04 -0.31 4.13
H 1.33 -1.62 6.07
H 0.17 -2.25 4.89
H -0.19 -0.93 6.22
C -0.46 -0.59 1.21
N 0.26 -0.92 -0.05
O -0.35 -1.03 -1.12
O 1.47 -1.06 0.11
H -1.53 -0.73 1.03
H -0.26 0.41 1.58
H -0.10 -1.33 1.92
```

Calculated values
**SMILES**: C[N+](=O)[O-].C[N+](=O)[O-].C[N+](=O)[O-].C[N+](=O)[O-].C[N+](=O)[O-]

---

So which one is most stable? That would be (2), about 249.8 kJ/mol below the next structure.